Record 1
# C6H8

C6H8 in the gas phase (ωB97M-V with the def2-TZVPD basis set, the OMol25 dataset).

CARTESIAN COORDINATES (ANGSTROEM)
1 C -1.05 -0.33 0.67
2 C -0.39 1.01 0.37
3 C 1.07 0.77 0.00
4 C 1.72 -0.56 0.27
5 C -0.33 -0.92 -0.57
6 C 0.00 0.52 -1.02
7 H -2.12 -0.27 0.44
8 H -0.91 -0.80 1.65
9 H -0.76 2.00 0.65
10 H 1.71 1.64 -0.12
11 H 0.69 -1.46 -0.41
12 H 1.40 -0.94 1.26
13 H -0.87 -1.64 -1.19
14 H -0.14 0.98 -1.99

Calculated values
- DFT total energy (a.u.) = -233.1906
- frontier orbital gap (eV) = 8.6
- E_HOMO (eV) = -8.234
- total charge = 0
- max |F| (eV/Å) = 0.33
- spin multiplicity = 1

***

Record 2
# C6H14N2

2 unconnected molecules or ions with the total composition C6H14N2 (ωB97M-V with the def2-TZVPD basis set, the OMol25 dataset).

CARTESIAN COORDINATES (ANGSTROEM)
1 C -0.31 1.64 1.16
2 C 0.96 1.78 1.51
3 N 1.88 0.68 1.45
4 N -1.24 2.71 1.26
5 H -0.67 0.71 0.73
6 H 1.33 2.77 1.77
7 H 2.41 0.62 2.31
8 H 2.56 0.84 0.71
9 H -1.69 2.75 2.17
10 H -1.95 2.66 0.55
11 C 1.53 -1.36 -1.90
12 C 0.06 -1.15 -1.63
13 C -0.59 -1.70 -0.62
14 C -2.05 -1.51 -0.36
15 H 2.01 -1.84 -1.06
16 H 1.65 -1.97 -2.80
17 H 2.02 -0.41 -2.11
18 H -0.49 -0.56 -2.36
19 H -0.07 -2.35 0.08
20 H -2.50 -0.91 -1.15
21 H -2.62 -2.44 -0.30
22 H -2.23 -0.98 0.58

Calculated values
- structure (SMILES) = C/C=C/C.N/C=C/N
- DFT total energy (a.u.) = -346.4655
- frontier orbital gap (eV) = 9.8
- E_HOMO (eV) = -8.676
- total charge = 0
- max |F| (eV/Å) = 0.69
- spin multiplicity = 1

***

Record 3
# C2H4OSi

C2H4OSi in the gas phase in a non-equilibrium geometry (ωB97M-V with the def2-TZVPD basis set, the OMol25 dataset).

CARTESIAN COORDINATES (ANGSTROEM)
1 C -1.66 -0.05 0.15
2 C -0.49 0.59 -0.25
3 O -2.61 -0.76 0.20
4 Si 1.06 -0.20 0.15
5 H -0.62 1.64 -0.47
6 H 1.69 0.11 1.41
7 H 1.82 0.35 -0.89
8 H 0.80 -1.67 -0.29

Calculated values
- structure (SMILES) = O=C=C[SiH3]
- DFT total energy (a.u.) = -443.2724
- frontier orbital gap (eV) = 10.1
- E_HOMO (eV) = -9.369
- total charge = 0
- max |F| (eV/Å) = 4.76
- spin multiplicity = 1

***

Record 4
# C42H64N2O2PPdSi

A molecular structure, C42H64N2O2PPdSi (ωB97M-V with the def2-TZVPD basis set, the OMol25 dataset).

CARTESIAN COORDINATES (ANGSTROEM)
1 Pd -0.15 0.15 0.00
2 C -1.16 1.29 5.19
3 C -1.58 0.08 4.33
4 C -0.94 -1.21 4.83
5 C -3.10 -0.02 4.24
6 N -1.08 0.43 2.98
7 N 0.14 0.13 2.49
8 H -1.52 1.10 6.20
9 H -1.63 2.22 4.84
10 H -0.08 1.41 5.23
11 H -1.42 -1.49 5.76
12 H 0.12 -1.09 5.04
13 H -1.09 -2.03 4.12
14 H -3.51 -0.08 5.25
15 H -3.40 -0.91 3.69
16 H -3.53 0.86 3.76
17 H -1.50 1.24 2.53
18 H 0.52 -0.71 2.94
19 H 0.80 0.92 2.53
20 C 3.44 4.43 -2.64
21 C 2.81 3.27 -3.13
22 C 1.73 2.76 -2.46
23 C 1.30 3.35 -1.24
24 C 1.90 4.56 -0.81
25 C 2.99 5.07 -1.47
26 Si -0.07 2.57 -0.19
27 C -1.43 3.48 -1.09
28 C -1.73 3.22 -2.44
29 C -2.77 3.88 -3.07
30 C -3.50 4.84 -2.37
31 C -3.19 5.14 -1.05
32 C -2.16 4.48 -0.41
33 H 4.26 4.87 -3.19
34 H 3.18 2.81 -4.03
35 H 1.23 1.88 -2.84
36 H 1.52 5.07 0.07
37 H 3.49 5.96 -1.11
38 H 0.04 3.21 1.16
39 H -1.15 2.51 -3.01
40 H -3.00 3.68 -4.11
41 H -4.30 5.38 -2.87
42 H -3.76 5.89 -0.52
43 H -1.91 4.73 0.61
44 C 4.33 -0.63 -0.47
45 C 2.90 -1.07 -0.41
46 O 2.04 -0.20 -0.20
47 C 2.56 -2.49 -0.60
48 C 1.23 -2.89 -0.76
49 C 0.91 -4.22 -0.96
50 C 1.92 -5.17 -0.99
51 C 3.25 -4.79 -0.82
52 C 3.56 -3.46 -0.64
53 H 4.38 0.45 -0.38
54 H 4.79 -0.95 -1.41
55 H 4.90 -1.09 0.34
56 H 0.43 -2.15 -0.76
57 H -0.12 -4.53 -1.11
58 H 1.68 -6.21 -1.14
59 H 4.03 -5.54 -0.84
60 H 4.60 -3.18 -0.52
61 O -2.18 -0.27 0.30
62 P -3.04 -1.30 -0.47
63 C -2.95 -2.94 0.30
64 C -4.01 -3.95 -0.21
65 C -4.34 -4.99 0.87
66 C -3.09 -5.44 1.61
67 C -2.41 -4.26 2.35
68 C -2.90 -2.91 1.84
69 C -4.73 -0.68 -0.54
70 C -5.40 -0.81 0.85
71 C -6.55 0.18 0.98
72 C -6.04 1.63 0.97
73 C -4.77 1.78 0.12
74 C -4.78 0.79 -1.04
75 C -2.30 -1.54 -2.13
76 C -3.28 -2.06 -3.21
77 C -3.72 -0.94 -4.16
78 C -2.52 -0.33 -4.91
79 C -1.21 -0.43 -4.10
80 C -1.51 -0.31 -2.61
81 H -1.96 -3.29 -0.02
82 H -3.62 -4.45 -1.09
83 H -4.93 -3.44 -0.52
84 H -4.83 -5.84 0.39
85 H -5.07 -4.58 1.58
86 H -2.40 -5.89 0.90
87 H -3.34 -6.23 2.32
88 H -1.33 -4.32 2.22
89 H -2.60 -4.33 3.42
90 H -2.24 -2.10 2.17
91 H -3.89 -2.69 2.23
92 H -5.26 -1.32 -1.25
93 H -4.66 -0.60 1.64
94 H -5.75 -1.83 1.00
95 H -7.11 -0.02 1.89
96 H -7.25 0.02 0.15
97 H -5.84 1.96 1.99
98 H -6.82 2.29 0.59
99 H -3.87 1.60 0.72
100 H -4.69 2.79 -0.27
101 H -3.97 1.00 -1.74
102 H -5.71 0.92 -1.61
103 H -1.56 -2.34 -1.95
104 H -4.15 -2.53 -2.76
105 H -2.78 -2.84 -3.79
106 H -4.25 -0.17 -3.60
107 H -4.43 -1.34 -4.88
108 H -2.73 0.72 -5.13
109 H -2.38 -0.83 -5.87
110 H -0.51 0.34 -4.43
111 H -0.73 -1.39 -4.29
112 H -2.06 0.61 -2.42
113 H -0.55 -0.22 -2.06

Calculated values
- DFT total energy (a.u.) = -2656.5292
- frontier orbital gap (alpha / beta) (eV) = 8.2 / 5.1
- E_HOMO (alpha / beta) (eV) = -15.514 / -16.333
- total charge = +3
- max |F| (eV/Å) = 0.54
- spin multiplicity = 5

***

Record 5
# C3H6FNO2

2 unconnected molecules or ions with the total composition C3H6FNO2 in a non-equilibrium geometry (ωB97M-V with the def2-TZVPD basis set, the OMol25 dataset).

CARTESIAN COORDINATES (ANGSTROEM)
1 C -0.38 1.55 -0.82
2 C 0.95 -1.17 1.36
3 C -0.34 0.83 0.40
4 N 0.03 -0.55 0.43
5 O 0.73 1.82 -0.16
6 O -0.83 1.75 -1.92
7 F -1.55 -0.63 -2.63
8 H 0.65 -0.98 2.46
9 H 0.85 -2.30 1.13
10 H 1.96 -0.63 1.26
11 H -0.58 1.09 1.41
12 H 0.05 -1.05 -0.46
13 H -1.54 0.27 -2.46

Calculated values
- structure (SMILES) = CN[C@H]1OC1=O.F
- DFT total energy (a.u.) = -422.9562
- frontier orbital gap (eV) = 10.7
- E_HOMO (eV) = -9.996
- total charge = 0
- max |F| (eV/Å) = 4.69
- spin multiplicity = 1

***

Record 6
# H22O11

11 unconnected molecules or ions with the total composition H22O11 in a non-equilibrium geometry (ωB97M-V with the def2-TZVPD basis set, the OMol25 dataset).

CARTESIAN COORDINATES (ANGSTROEM)
1 O -0.84 3.15 -0.88
2 H -1.60 2.61 -1.15
3 H -0.06 2.88 -1.37
4 O 0.78 -2.76 -0.05
5 H -0.08 -2.70 0.33
6 H 0.93 -3.70 -0.12
7 O 0.09 0.47 0.81
8 H -0.27 1.21 0.34
9 H 0.53 -0.10 0.23
10 O 3.52 -2.07 -0.18
11 H 3.88 -2.85 0.26
12 H 2.57 -2.14 -0.07
13 O 1.35 -1.99 -2.51
14 H 1.85 -2.68 -2.89
15 H 1.25 -2.30 -1.62
16 O -2.36 3.54 1.47
17 H -3.03 3.79 0.90
18 H -1.59 3.63 0.95
19 O 1.20 0.89 -1.98
20 H 1.39 -0.04 -2.20
21 H 1.85 1.38 -2.54
22 O -2.93 1.64 -1.38
23 H -3.01 0.93 -0.74
24 H -3.82 1.79 -1.74
25 O 2.46 -1.21 2.22
26 H 3.09 -1.23 1.52
27 H 2.07 -0.33 2.25
28 O -2.56 -0.38 0.52
29 H -2.27 -0.86 -0.24
30 H -1.75 -0.15 0.96
31 O -0.78 -0.39 3.27
32 H -1.60 0.01 3.13
33 H -0.27 -0.05 2.50

Calculated values
- structure (SMILES) = O.O.O.O.O.O.O.O.O.O.O
- DFT total energy (a.u.) = -840.8284
- frontier orbital gap (eV) = 10.5
- E_HOMO (eV) = -10.820
- total charge = 0
- max |F| (eV/Å) = 2.42
- spin multiplicity = 1